[1]
Computed, not measured: a 2-piece molecular cluster, CIO4S overall at a distorted geometry, with ωB97M-V/def2-TZVPD.

Its multiplicity is 1. The net charge is -1. The frontier orbital gap (spin up / spin down) comes out at 0.211 / 0.211 Eh. The molar mass is 234.98 g/mol.

Geometry as XYZ:
```
7
Properties=species:S:1:pos:R:3:mulliken_charge:R:1
C 1.367 0.375 -1.445 0.103
O -1.803 0.016 0.225 -0.391
O 2.524 0.229 -1.534 -0.357
O 0.069 -0.593 1.855 -0.423
O -0.590 -2.073 0.018 -0.382
S -0.646 -0.775 0.611 0.956
I 0.248 1.435 -3.325 -0.506
```


[2]
Computed, not measured: one molecule with the formula C9H19FNO7P, with ωB97M-V/def2-TZVPD.

Its multiplicity is 1. The SMILES is CCOCCO[P@@](=O)(OCC(=O)F)OC[C@@H](O)CN. The frontier orbital gap comes out at 0.371 Eh. The molar mass is 303.22 g/mol.

Geometry as XYZ:
```
38
Properties=species:S:1:pos:R:3:mulliken_charge:R:1
C 3.777 -0.766 0.530 -0.890
C 3.203 -2.068 -0.046 -0.249
O 2.300 -1.881 -1.121 -0.497
C 1.141 -1.152 -0.768 0.101
C -0.010 -1.711 -1.597 -0.596
O -0.876 -0.715 -2.163 -0.384
P -2.114 -0.048 -1.424 0.667
O -3.415 -0.359 -2.000 -0.779
O -1.949 -0.491 0.108 -0.066
C -2.770 -1.555 0.579 -0.280
C -2.121 -2.204 1.778 0.279
O -2.671 -2.649 2.719 -0.488
F -0.764 -2.266 1.664 -0.158
O -1.800 1.493 -1.408 -0.201
C -0.508 2.065 -1.272 -0.978
C 0.075 2.066 0.135 1.133
O 1.406 2.570 0.053 -0.609
C -0.676 2.952 1.126 -1.092
N -1.987 2.409 1.477 -0.401
H 3.515 -0.643 1.581 0.275
H 4.865 -0.749 0.461 0.327
H 3.401 0.107 -0.005 0.228
H 4.000 -2.696 -0.440 0.400
H 2.702 -2.640 0.746 0.269
H 1.278 -0.090 -0.986 0.022
H 0.940 -1.280 0.300 0.416
H 0.418 -2.243 -2.445 0.494
H -0.592 -2.425 -1.016 0.091
H -2.928 -2.315 -0.190 0.394
H -3.739 -1.168 0.889 0.345
H 0.170 1.566 -1.970 0.516
H -0.610 3.105 -1.593 0.380
H 0.107 1.050 0.547 -0.227
H 1.663 2.685 -0.866 0.379
H -0.025 3.036 2.003 0.362
H -0.772 3.954 0.702 0.407
H -1.952 1.922 2.361 0.210
H -2.682 3.136 1.549 0.202
```


[3]
Computed, not measured: C29H61Br2Cl4FN4Na2O5SSi as an isolated structure at a distorted geometry, with ωB97M-V/def2-TZVPD.

Its multiplicity is 1. The frontier orbital gap comes out at 0.030 Eh. The molar mass is 972.58 g/mol.

Geometry as XYZ:
```
110
Properties=species:S:1:pos:R:3:mulliken_charge:R:1
C -1.848 -2.800 3.856 -0.834
C -0.535 -3.458 3.436 0.035
O 0.384 -2.436 3.027 -0.416
C 1.136 -2.756 1.861 -1.000
C 0.772 -1.784 0.741 -0.189
C -0.323 -2.297 -0.208 0.923
C 0.189 -3.093 -1.414 -1.162
C 0.387 -4.587 -1.184 -0.809
Si -1.183 -5.648 -1.325 0.241
C -2.762 -4.808 -0.749 -0.394
C -3.117 -5.240 0.680 -0.387
C -4.263 -4.447 1.319 0.525
C -5.595 -5.212 1.307 -0.886
C -6.655 -4.622 0.371 -0.616
C -7.390 -3.403 0.965 -1.285
C -6.908 -2.092 0.267 -0.804
S -6.205 -0.947 1.516 -0.268
C -4.965 -0.222 0.563 0.230
N -4.075 -0.938 -0.050 0.268
N -3.299 -0.051 -0.728 -0.762
C -3.716 1.138 -0.486 -0.140
O -4.790 1.087 0.326 -0.333
H -2.579 -2.912 3.063 -0.084
H -1.690 -1.765 4.132 0.308
H -2.241 -3.352 4.703 0.383
H -0.099 -4.009 4.264 0.368
H -0.769 -4.146 2.631 0.033
H 2.199 -2.635 2.072 0.284
H 0.990 -3.780 1.539 0.505
H 0.344 -0.923 1.254 0.175
H 1.626 -1.443 0.164 0.437
H -1.093 -2.837 0.340 -0.305
H -0.793 -1.405 -0.629 -0.337
H 1.142 -2.645 -1.697 0.521
H -0.484 -2.900 -2.247 0.426
H 0.883 -4.827 -0.248 0.354
H 1.060 -4.938 -1.965 0.408
H -1.371 -6.062 -2.740 -0.208
H -0.979 -6.825 -0.451 -0.208
H -2.796 -3.726 -0.878 0.189
H -3.562 -5.202 -1.380 0.623
H -3.339 -6.304 0.708 0.745
H -2.210 -5.082 1.281 -0.379
H -4.309 -3.448 0.877 -0.526
H -3.986 -4.294 2.362 0.072
H -6.011 -5.171 2.307 0.489
H -5.369 -6.271 1.001 0.278
H -6.174 -4.357 -0.576 0.335
H -7.391 -5.387 0.149 0.376
H -7.176 -3.295 2.009 0.599
H -8.463 -3.495 0.783 0.640
H -6.128 -2.290 -0.459 0.329
H -7.706 -1.552 -0.228 0.523
H -3.249 2.013 -0.929 0.603
Na -1.403 1.089 -0.154 0.944
O 1.986 0.156 3.711 -0.658
H 1.166 0.650 3.782 0.289
H 1.689 -0.752 3.560 0.373
C -0.062 5.893 -1.605 -0.523
C 0.955 5.137 -0.769 0.144
O 1.745 4.261 -1.520 -0.365
C 2.533 4.867 -2.556 0.186
C 3.538 5.872 -2.036 -0.647
H -0.717 5.208 -2.143 0.258
H -0.676 6.541 -0.978 0.501
H 0.449 6.506 -2.350 -0.524
H 0.428 4.527 -0.031 0.359
H 1.587 5.834 -0.199 -0.152
H 1.874 5.303 -3.324 0.200
H 3.117 4.058 -3.066 -0.237
H 3.069 6.730 -1.519 0.175
H 4.139 6.262 -2.857 0.505
H 4.198 5.381 -1.319 -0.031
Br -9.079 -4.458 2.654 -0.629
C 5.189 6.780 3.893 -1.390
C 5.587 7.734 2.778 0.141
C 5.182 7.280 1.376 -0.306
O 6.025 6.246 0.938 -0.343
C 5.537 4.913 1.161 -0.752
N 7.090 7.835 2.747 -0.084
H 5.781 5.863 3.879 0.379
H 5.332 7.245 4.870 0.424
H 4.140 6.511 3.805 0.349
H 5.192 8.728 2.989 0.372
H 5.343 8.108 0.678 0.320
H 4.126 7.015 1.321 0.192
H 4.448 4.877 1.206 0.426
H 5.961 4.508 2.081 0.273
H 5.876 4.292 0.335 0.245
H 7.505 7.920 3.675 0.387
H 7.410 8.616 2.171 0.388
H 7.437 6.977 2.291 0.066
C 9.441 3.376 0.942 0.347
Cl 8.579 2.964 -0.531 -0.055
Cl 11.165 3.486 0.626 -0.081
Cl 8.855 4.967 1.524 -0.220
Cl 9.128 2.170 2.184 -0.080
N -2.314 -4.473 -5.177 0.063
C -3.499 -4.859 -5.737 -0.443
C -3.292 -5.036 -7.079 -0.484
C -1.924 -4.748 -7.337 -0.560
C -1.348 -4.407 -6.143 -0.315
H -2.173 -4.271 -4.205 0.196
H -4.384 -4.975 -5.135 0.391
H -4.037 -5.339 -7.795 0.391
H -1.421 -4.789 -8.289 0.384
H -0.339 -4.124 -5.899 0.357
F -5.213 -7.888 1.226 -0.906
Na 1.270 8.094 -3.378 0.697
Br 4.292 3.221 -4.576 -0.833
```


molar mass of number 3 (C29H61Br2Cl4FN4Na2O5SSi)? 972.58 g/mol